[1]
Here is a gas-phase ion, C8H10N3O3 (charge +1) in a non-equilibrium geometry from the Open Molecules 2025 dataset. Energies are from ωB97M-V/def2-TZVPD.

Geometry (Å):
C 0.530 2.939 0.803
N 0.873 1.673 -0.005
N 1.894 1.708 -0.898
C 0.053 0.538 0.033
C -1.300 0.798 0.145
C -2.194 -0.214 0.208
N -3.652 -0.059 -0.004
O -4.346 -1.062 0.051
O -3.915 1.091 -0.256
C -1.722 -1.524 0.269
C -0.361 -1.816 0.289
C 0.579 -0.821 -0.010
O 1.864 -0.993 -0.024
C 2.559 -2.231 -0.128
H 1.129 3.852 0.538
H -0.170 2.800 1.613
H 1.721 1.198 -1.734
H 2.454 2.552 -1.033
H -1.632 1.912 0.171
H -2.526 -2.266 0.277
H 0.108 -2.717 0.229
H 3.582 -1.771 -0.400
H 2.036 -2.838 -0.935
H 2.436 -2.749 0.803

electronic energy = -19056.9960 eV
multiplicity = 1
energy above the lowest of the compared OMol25 structures with the same formula, charge and spin = 353.5 kJ/mol
F_max = 7.26 eV/Å
HOMO-LUMO gap (spin up / spin down) = 7.37 / 7.60 eV
charge = +1
E_LUMO (spin up / spin down) = -0.20976 / -0.19643 Eh

---

[2]
Here is a gas-phase ion, C8H10N3S (charge +1) in a non-equilibrium geometry from the Open Molecules 2025 dataset. Energies are from ωB97M-V/def2-TZVPD.

Geometry (Å):
C -2.189 -2.725 0.096
C -1.214 -1.784 -0.031
C 0.202 -2.006 0.129
C 0.810 -0.802 0.143
N 2.017 -0.249 0.197
C 3.157 -0.711 -0.214
S 4.445 0.355 0.069
N -0.421 0.235 0.090
C -0.327 1.591 0.195
C -1.249 2.456 -0.714
C -1.586 2.293 0.706
N -1.505 -0.385 -0.051
H -3.184 -2.553 0.067
H -1.982 -3.713 0.144
H 0.775 -2.871 0.258
H 3.188 -1.576 -0.733
H 5.209 0.085 -0.995
H 0.545 2.099 0.317
H -2.012 2.052 -1.317
H -0.941 3.360 -0.978
H -1.395 3.135 1.510
H -2.342 1.716 1.112

electronic energy = -23752.2094 eV
multiplicity = 1
energy above the lowest of the compared OMol25 structures with the same formula, charge and spin = 418.7 kJ/mol
F_max = 4.84 eV/Å
HOMO-LUMO gap (spin up / spin down) = 7.17 / 7.17 eV
charge = +1
E_LUMO (spin up / spin down) = -0.19931 / -0.19927 Eh

---

[3]
Here is C8H10N4OS in the gas phase in a non-equilibrium geometry from the Open Molecules 2025 dataset. Energies are from ωB97M-V/def2-TZVPD.

Geometry (Å):
C -3.903 -0.788 0.794
O -3.242 -1.090 -0.437
C -1.862 -1.099 -0.315
C -1.234 0.270 -0.173
N -1.927 1.394 -0.274
C -1.059 2.445 -0.173
C 0.253 1.951 -0.047
C 1.561 2.473 0.103
N 2.642 1.756 0.197
N 2.496 0.389 0.181
C 1.332 -0.150 0.038
S 1.220 -1.900 -0.109
C 2.948 -2.361 0.093
N 0.118 0.550 -0.029
H -4.933 -0.779 0.518
H -3.600 0.218 1.136
H -3.707 -1.626 1.499
H -1.584 -1.752 0.516
H -1.512 -1.551 -1.236
H -1.379 3.463 -0.090
H 1.717 3.559 0.094
H 3.653 -1.860 -0.623
H 3.332 -2.154 1.080
H 2.906 -3.452 -0.098

electronic energy = -27299.3477 eV
multiplicity = 1
energy above the lowest of the compared OMol25 structures with the same formula, charge and spin = 64.1 kJ/mol
F_max = 2.01 eV/Å
HOMO-LUMO gap = 8.77 eV
charge = 0
E_LUMO = 0.01312 Eh

---

[4]
Here is a gas-phase ion, C8H10N5 (charge +1) in a non-equilibrium geometry from the Open Molecules 2025 dataset. Energies are from ωB97M-V/def2-TZVPD.

Geometry (Å):
C -2.814 -1.084 0.418
N -2.120 0.110 0.182
C -2.561 1.249 -0.356
N -1.602 2.007 -0.823
C -0.462 1.354 -0.452
C -0.793 0.111 0.147
C 0.230 -0.829 0.624
C 1.314 -0.758 -0.274
N 1.159 -0.952 -1.574
N 2.582 -0.519 0.172
C 2.746 0.771 0.916
N 1.839 1.720 0.371
C 0.780 1.790 -0.185
H -2.088 -1.919 0.436
H -3.208 -0.999 1.434
H -3.612 -1.394 -0.189
H -3.612 1.566 -0.507
H 0.267 -1.342 1.559
H 0.143 -1.308 -1.888
H 1.914 -0.824 -2.249
H 3.329 -0.622 -0.592
H 3.831 1.156 0.733
H 2.738 0.716 2.099

electronic energy = -15898.4798 eV
multiplicity = 1
energy above the lowest of the compared OMol25 structures with the same formula, charge and spin = 298.3 kJ/mol
F_max = 4.73 eV/Å
HOMO-LUMO gap = 7.13 eV
charge = +1
E_LUMO = -0.16698 Eh

---

[5]
Here is a molecular structure, C8H10N5O in a non-equilibrium geometry from the Open Molecules 2025 dataset. Energies are from ωB97M-V/def2-TZVPD.

Geometry (Å):
C 3.344 1.595 -0.907
C 3.440 1.029 0.334
C 2.326 1.140 -1.798
C 2.275 0.443 0.894
C 1.255 0.425 -1.362
C 1.158 0.159 0.076
C -0.010 -0.460 0.653
C -1.952 -1.837 0.621
N -3.114 -1.242 0.326
N -4.015 -0.784 1.071
N -0.275 -0.422 1.924
N -0.787 -1.304 -0.018
N -5.142 -0.375 0.522
O -1.310 -1.190 2.268
H 4.125 2.225 -1.432
H 4.235 1.205 0.943
H 2.269 1.415 -2.862
H 2.438 0.122 1.930
H 0.595 0.218 -2.146
H -2.189 -2.839 0.756
H 0.193 0.283 2.456
H -0.602 -1.641 -0.963
H -5.395 -0.324 -0.520
H -5.594 0.236 1.180

electronic energy = -17944.5763 eV
multiplicity = 1
energy above the lowest of the compared OMol25 structures with the same formula, charge and spin = 355.1 kJ/mol
F_max = 4.27 eV/Å
HOMO-LUMO gap (spin up / spin down) = 8.87 / 8.87 eV
charge = +1
E_LUMO (spin up / spin down) = -0.13494 / -0.13494 Eh

---

[6]
Here is a molecular structure, C8H10N5O2S2SnTe4 from the Open Molecules 2025 dataset. Energies are from ωB97M-V/def2-TZVPD.

Geometry (Å):
Sn -1.611 1.675 1.765
Te 0.977 2.051 2.679
Te 0.797 0.147 4.598
Te -1.594 0.802 5.656
Te -3.056 0.081 3.501
N 1.834 -4.366 -1.914
C 0.523 -4.134 -1.638
O -0.357 -4.852 -2.071
C 0.219 -2.947 -0.763
C 1.162 -2.013 -0.363
C 0.764 -0.962 0.450
N -0.487 -0.805 0.864
C -1.397 -1.690 0.463
C -1.091 -2.775 -0.340
H 2.056 -5.153 -2.498
H 2.575 -3.801 -1.547
H 2.198 -2.051 -0.675
H 1.469 -0.202 0.765
H -2.412 -1.514 0.796
H -1.850 -3.480 -0.649
S -2.740 6.262 2.772
C -2.460 4.675 2.681
N -2.255 3.520 2.651
S -2.437 1.703 -0.367
N 0.448 1.488 -2.047
C 1.323 2.447 -1.607
N 2.000 3.145 -2.597
O 1.559 2.634 -0.427
H 0.161 1.542 -3.011
H -0.339 1.335 -1.408
H 1.532 3.287 -3.475
H 2.489 3.950 -2.242

electronic energy = -76685.4703 eV
multiplicity = 1
F_max = 0.28 eV/Å
HOMO-LUMO gap = 6.81 eV
charge = -1
E_LUMO = 0.07228 Eh

---

[7]
Here is a molecular structure, C8H10NO in a non-equilibrium geometry from the Open Molecules 2025 dataset. Energies are from ωB97M-V/def2-TZVPD.

Geometry (Å):
C 1.539 -0.506 -0.248
C 1.011 1.597 -0.522
C 2.036 0.772 -0.073
C -3.867 -0.712 0.055
C -2.568 -0.918 0.338
C 0.031 0.678 -0.946
C 3.342 0.228 0.438
C -1.669 0.159 0.536
N 0.390 -0.638 -0.836
O 2.677 -1.196 0.392
H 0.999 2.699 -0.579
H -4.601 -1.470 -0.098
H -4.315 0.231 -0.160
H -2.178 -1.897 0.508
H -0.736 0.763 -1.684
H 3.606 0.649 1.431
H 4.218 0.175 -0.205
H -2.173 1.093 0.554
H -0.905 0.063 1.313
H 3.163 -1.769 -0.215

electronic energy = -11981.7288 eV
multiplicity = 1
energy above the lowest of the compared OMol25 structures with the same formula, charge and spin = 711.5 kJ/mol
F_max = 3.43 eV/Å
HOMO-LUMO gap (spin up / spin down) = 7.27 / 7.26 eV
charge = +1
E_LUMO (spin up / spin down) = -0.18800 / -0.18819 Eh

---

[8]
Here is C8H10O in the gas phase in a non-equilibrium geometry from the Open Molecules 2025 dataset. Energies are from ωB97M-V/def2-TZVPD.

Geometry (Å):
C 0.312 -2.812 0.397
C -0.141 -1.707 0.263
C -0.926 -0.500 -0.044
C -2.194 -0.427 0.379
C -0.131 0.669 -0.564
C 0.074 0.589 -2.080
C 1.221 0.654 0.236
C 1.130 0.972 1.712
O 2.317 0.645 -0.328
H 0.745 -3.777 0.528
H -2.704 -1.292 0.793
H -2.771 0.486 0.264
H -0.623 1.619 -0.322
H -0.246 -0.373 -2.494
H -0.520 1.365 -2.575
H 1.112 0.738 -2.390
H 1.712 1.873 1.922
H 1.535 0.130 2.281
H 0.099 1.149 2.024

electronic energy = -10502.8771 eV
multiplicity = 1
energy above the lowest of the compared OMol25 structures with the same formula, charge and spin = 263.0 kJ/mol
F_max = 2.71 eV/Å
HOMO-LUMO gap = 9.92 eV
charge = 0
E_LUMO = 0.02196 Eh

---

[9]
Here is a molecular structure, C8H10O5PTl in a non-equilibrium geometry from the Open Molecules 2025 dataset. Energies are from ωB97M-V/def2-TZVPD.

Geometry (Å):
O 2.351 1.985 -4.214
C 1.862 2.015 -3.184
Tl 0.782 1.423 -0.752
O 3.574 -0.866 -1.838
C 2.670 -0.484 -1.260
C 1.585 -0.044 1.744
O 1.858 -0.642 2.679
C -0.408 2.404 1.668
O -0.787 2.918 2.608
C 3.104 2.464 1.036
O 3.897 2.705 1.812
H 0.126 3.094 -0.542
C -2.442 -0.694 -1.210
P -1.007 -0.573 -0.074
C -1.867 -0.824 1.521
C -0.326 -2.259 -0.263
H -3.090 0.183 -1.091
H -2.999 -1.612 -0.974
H -2.107 -0.710 -2.254
H -2.538 -1.694 1.414
H -1.138 -1.003 2.326
H -2.491 0.049 1.774
H -1.162 -2.973 -0.177
H 0.123 -2.405 -1.259
H 0.431 -2.457 0.512

electronic energy = -32657.0903 eV
multiplicity = 1
energy above the lowest of the compared OMol25 structures with the same formula, charge and spin = 10.7 kJ/mol
F_max = 3.57 eV/Å
HOMO-LUMO gap (spin up / spin down) = 7.82 / 7.81 eV
charge = +2
E_LUMO (spin up / spin down) = -0.36945 / -0.36946 Eh

---

[10]
Here is a molecular structure, C8H10O5SZn in a non-equilibrium geometry from the Open Molecules 2025 dataset. Energies are from ωB97M-V/def2-TZVPD.

Geometry (Å):
Zn -0.026 0.466 -0.822
C 0.392 1.917 0.597
O 0.651 2.464 1.571
C 0.212 2.760 -1.982
O 0.286 3.896 -2.131
C -2.303 0.935 -0.935
O -3.396 1.038 -0.614
C 2.476 0.468 -0.717
O 3.556 0.657 -0.387
C 0.232 -1.233 -2.551
H 1.161 -1.758 -2.262
H -0.703 -1.820 -2.450
C 0.257 -0.023 -3.207
H -0.657 0.412 -3.610
H 1.188 0.457 -3.464
C 0.943 -1.538 2.400
S -0.653 -1.787 1.679
C -1.589 -0.551 2.603
O -0.505 -1.213 0.246
H 0.892 -1.841 3.459
H 1.276 -0.490 2.306
H 1.655 -2.207 1.872
H -0.915 0.014 3.246
H -2.141 0.103 1.928
H -2.292 -1.124 3.224

electronic energy = -77929.7919 eV
multiplicity = 1
energy above the lowest of the compared OMol25 structures with the same formula, charge and spin = 0.0 kJ/mol
F_max = 5.33 eV/Å
HOMO-LUMO gap = 9.18 eV
charge = +2
E_LUMO = -0.30883 Eh

---

[11]
Here is C8H10S in the gas phase in a non-equilibrium geometry from the Open Molecules 2025 dataset. Energies are from ωB97M-V/def2-TZVPD.

Geometry (Å):
C -0.476 -0.720 -3.483
C -0.627 -0.440 -2.313
C -0.479 0.019 -0.991
C -1.071 -0.779 0.139
C -0.345 -0.753 1.462
C 0.446 0.505 1.818
C 1.304 0.887 0.699
C 0.726 0.827 -0.629
S -0.666 1.909 -0.936
H -0.795 -1.069 -4.461
H -1.157 -1.786 -0.197
H -2.093 -0.493 0.249
H 0.327 -1.528 1.560
H -1.019 -0.904 2.245
H -0.321 1.270 2.114
H 0.996 0.281 2.726
H 1.664 1.873 0.784
H 2.152 0.109 0.647
H 1.437 0.791 -1.431

electronic energy = -19290.4625 eV
multiplicity = 1
energy above the lowest of the compared OMol25 structures with the same formula, charge and spin = 305.9 kJ/mol
F_max = 3.13 eV/Å
HOMO-LUMO gap = 9.48 eV
charge = 0
E_LUMO = 0.02914 Eh

---

Question: What is the charge in the second record?
Answer: +1

---

Please write out number 3 again, unchanged.
Here is C8H10N4OS in the gas phase in a non-equilibrium geometry from the Open Molecules 2025 dataset. Energies are from ωB97M-V/def2-TZVPD.

Geometry (Å):
C -3.903 -0.788 0.794
O -3.242 -1.090 -0.437
C -1.862 -1.099 -0.315
C -1.234 0.270 -0.173
N -1.927 1.394 -0.274
C -1.059 2.445 -0.173
C 0.253 1.951 -0.047
C 1.561 2.473 0.103
N 2.642 1.756 0.197
N 2.496 0.389 0.181
C 1.332 -0.150 0.038
S 1.220 -1.900 -0.109
C 2.948 -2.361 0.093
N 0.118 0.550 -0.029
H -4.933 -0.779 0.518
H -3.600 0.218 1.136
H -3.707 -1.626 1.499
H -1.584 -1.752 0.516
H -1.512 -1.551 -1.236
H -1.379 3.463 -0.090
H 1.717 3.559 0.094
H 3.653 -1.860 -0.623
H 3.332 -2.154 1.080
H 2.906 -3.452 -0.098

electronic energy = -27299.3477 eV
multiplicity = 1
energy above the lowest of the compared OMol25 structures with the same formula, charge and spin = 64.1 kJ/mol
F_max = 2.01 eV/Å
HOMO-LUMO gap = 8.77 eV
charge = 0
E_LUMO = 0.01312 Eh

---

Question: The lowest electronic energy belongs to which entry?
Answer: C8H10O5SZn